53
Properties=species:S:1:pos:R:3 method="wB97M-V/def2-TZVPD" total_energy_ha=-1358.21099 homo_lumo_gap_ev=8.984 total_charge=0 smiles=CSc1ncc(CN2CCN(CCC(C)C)[C@@H](CCO)C2)cn1
C 2.446 -3.447 -5.335
S 3.221 -3.717 -3.714
C 1.845 -3.479 -2.677
N 2.064 -3.624 -1.376
C 1.032 -3.443 -0.577
C -0.241 -3.116 -1.045
C -1.394 -2.827 -0.123
N -1.482 -1.440 0.309
C -1.718 -0.503 -0.770
C -2.013 0.883 -0.195
N -0.917 1.281 0.657
C -0.800 2.702 0.909
C 0.621 3.111 1.313
C 1.706 2.593 0.363
C 1.599 3.235 -1.018
C 3.087 2.860 0.958
C -0.716 0.356 1.753
C -1.886 0.118 2.735
C -2.380 1.348 3.494
O -3.281 1.008 4.523
C -0.361 -0.997 1.114
C -0.343 -3.000 -2.428
N 0.681 -3.181 -3.243
H 2.036 -2.444 -5.370
H 1.659 -4.179 -5.478
H 3.229 -3.571 -6.075
H 1.231 -3.575 0.479
H -1.308 -3.443 0.777
H -2.336 -3.072 -0.624
H -0.843 -0.422 -1.440
H -2.576 -0.847 -1.354
H -2.981 0.865 0.331
H -2.094 1.594 -1.021
H -1.053 3.206 -0.026
H -1.500 3.071 1.674
H 0.659 4.202 1.349
H 0.831 2.748 2.321
H 1.570 1.513 0.253
H 2.413 2.895 -1.654
H 1.655 4.319 -0.940
H 0.662 2.968 -1.497
H 3.866 2.475 0.305
H 3.244 3.930 1.085
H 3.190 2.381 1.930
H 0.150 0.705 2.324
H -1.530 -0.609 3.472
H -2.717 -0.343 2.202
H -2.948 2.013 2.840
H -1.524 1.904 3.907
H -2.857 0.373 5.111
H 0.556 -0.874 0.512
H -0.171 -1.740 1.891
H -1.284 -2.764 -2.911


18
Properties=species:S:1:pos:R:3 method="wB97M-V/def2-TZVPD" total_energy_ha=-551.27656 homo_lumo_gap_ev=8.590 total_charge=0 smiles="O=C(O)Cn1ccccc1=O"
O 1.217 0.629 -1.889
C 1.875 0.639 -0.844
O 3.254 0.553 -0.932
C 1.330 0.549 0.695
N -0.129 0.292 0.475
C -1.031 1.271 0.242
C -2.323 0.848 0.518
C -2.894 -0.454 0.735
C -2.028 -1.490 0.754
C -0.583 -1.017 0.334
O 0.266 -2.008 0.265
H 3.472 0.680 -1.927
H 1.740 1.444 1.430
H 1.952 -0.497 0.975
H -0.857 2.462 0.201
H -3.236 1.589 0.342
H -4.103 -0.525 0.417
H -2.031 -2.674 1.078


12
Properties=species:S:1:pos:R:3 method="wB97M-V/def2-TZVPD" total_energy_ha=-248.37482 homo_lumo_gap_ev=8.818 total_charge=0
O 1.607 0.465 0.803
C 1.312 -0.636 -0.006
C 0.061 -0.381 -0.785
C -1.454 0.520 0.234
N -0.397 0.809 -0.782
H 1.162 1.222 0.364
H 1.103 -1.503 0.644
H 2.104 -0.890 -0.715
H -0.528 -1.229 -1.179
H -0.979 0.274 1.199
H -2.198 -0.256 0.020
H -1.876 1.495 0.272


10
Properties=species:S:1:pos:R:3 method="wB97M-V/def2-TZVPD" total_energy_ha=-624.36598 homo_lumo_gap_ev=9.536 total_charge=0 smiles=Sn1cccn1
S -1.927 0.073 0.000
N -0.198 0.043 -0.005
C 0.617 1.121 0.003
C 1.905 0.618 -0.005
C 1.734 -0.762 -0.001
N 0.453 -1.123 0.000
H -2.008 -1.268 0.012
H 0.205 2.146 0.005
H 2.842 1.216 0.018
H 2.467 -1.559 0.014